{"formula": "C13H15N5O4S2", "method": "ωB97M-V/def2-TZVPD", "symbols": ["C", "C", "O", "C", "O", "C", "C", "N", "N", "C", "N", "C", "O", "C", "S", "C", "N", "C", "C", "C", "C", "O", "N", "S", "H", "H", "H", "H", "H", "H", "H", "H", "H", "H", "H", "H", "H", "H", "H"], "positions_angstrom": [[-2.3436, -2.8408, 0.3136], [-3.5966, -2.1664, -0.2089], [-3.3261, -0.7686, -0.3781], [-4.3743, 0.0111, -0.6163], [-5.5089, -0.3725, -0.6825], [-3.9710, 1.4718, -0.8040], [-2.5463, 1.7391, -0.5173], [-1.6747, 2.0565, -1.3983], [-0.4557, 2.2757, -0.9290], [-0.3526, 2.1262, 0.3482], [0.7573, 2.2989, 1.1119], [2.0835, 2.5056, 0.7605], [2.9137, 2.5482, 1.6320], [2.3567, 2.7927, -0.6956], [3.9261, 2.0226, -1.1795], [3.5916, 0.4195, -0.5818], [2.4617, 0.2075, 0.0103], [2.2206, -1.0417, 0.4985], [0.9100, -1.2019, 1.1960], [3.1161, -2.0545, 0.3613], [4.3768, -1.8507, -0.3031], [5.2569, -2.6574, -0.4951], [4.5341, -0.5247, -0.7605], [-1.8793, 1.6672, 1.1142], [-2.0613, -2.4166, 1.2735], [-2.5302, -3.9034, 0.4369], [-1.5245, -2.7041, -0.3872], [-3.8976, -2.5793, -1.1774], [-4.4349, -2.2783, 0.4868], [-4.6207, 2.0725, -0.1625], [-4.1753, 1.7396, -1.8435], [0.6370, 2.1430, 2.1064], [1.5566, 2.4293, -1.3382], [2.4954, 3.8655, -0.8351], [0.7120, -2.2483, 1.4066], [0.1118, -0.7926, 0.5806], [0.9301, -0.6493, 2.1346], [2.9196, -3.0407, 0.7478], [5.4061, -0.3007, -1.2261]], "de_lowest_kcal_mol": 2.4, "charge": 0, "e_homo_ha": -0.3279, "smiles": "CCOC(=O)Cc1nnc(NC(=O)CSc2nc(C)cc(=O)[nH]2)s1", "gap_ev": 9.149, "e_lumo_ev": 0.227}

{"formula": "C13H15NO3P", "method": "ωB97M-V/def2-TZVPD", "symbols": ["N", "P", "C", "C", "C", "O", "C", "C", "C", "C", "C", "C", "C", "O", "H", "H", "H", "H", "H", "H", "H", "H", "C", "C", "C", "O", "H", "H", "H", "H", "H", "H", "H"], "positions_angstrom": [[-0.6089, 4.3351, -3.7158], [-0.1390, 3.8146, -2.3182], [-0.6841, 2.1884, -1.7521], [-0.6809, 1.8804, -0.4506], [-1.0869, 0.5162, 0.0247], [-1.6296, 0.3671, 1.0890], [-0.7677, -0.5777, -0.9361], [-0.4636, -1.8662, -0.5108], [-0.1584, -2.8247, -1.4746], [-0.1560, -2.5082, -2.8300], [-0.4699, -1.2220, -3.2512], [-0.7779, -0.2577, -2.3011], [-1.1295, 1.1273, -2.7125], [-1.7588, 1.3765, -3.7169], [-1.2217, 3.6669, -4.1706], [1.2662, 3.7229, -2.2374], [-0.4809, 4.6676, -1.2499], [-0.3788, 2.6007, 0.3028], [-0.4285, -2.1077, 0.5470], [0.0818, -3.8240, -1.1356], [0.1033, -3.2589, -3.5658], [-0.4662, -0.9626, -4.3016], [0.0983, -0.6524, 4.4125], [0.9576, -1.6295, 3.5785], [2.2029, -0.8527, 3.0891], [0.2553, -2.1301, 2.5409], [-0.2444, 0.1727, 3.7819], [-0.7771, -1.1710, 4.8092], [0.6540, -0.2280, 5.2642], [1.3480, -2.3867, 4.3108], [1.8932, -0.0285, 2.4387], [2.8584, -1.5172, 2.5209], [2.7897, -0.4307, 3.9205]], "charge": -1, "e_homo_ha": -0.1091, "gap_ev": 4.296, "e_lumo_ev": 1.326}

{"formula": "C13H15OP", "method": "ωB97M-V/def2-TZVPD", "symbols": ["C", "C", "C", "C", "C", "C", "C", "C", "C", "C", "C", "C", "C", "O", "P", "H", "H", "H", "H", "H", "H", "H", "H", "H", "H", "H", "H", "H", "H", "H"], "positions_angstrom": [[1.4769, 2.2272, 2.3624], [0.1699, 1.8057, 2.5268], [2.3618, 1.3341, 1.7522], [-0.3249, 0.5827, 2.0903], [1.8477, 0.1370, 1.2066], [0.5248, -0.2529, 1.4396], [1.1823, 0.1403, -2.1535], [0.6195, -1.0942, -2.4802], [0.3869, 1.0173, -1.5346], [-0.6095, -1.5924, -2.1282], [-1.0548, 0.6897, -1.2192], [-1.4941, -0.7956, -1.4386], [-0.0779, -1.5613, 0.9710], [-1.2866, -1.4854, 0.4323], [-3.3322, -0.8964, -1.5786], [1.7867, 3.2421, 2.8211], [-0.4696, 2.5627, 2.9743], [3.4156, 1.6019, 1.5903], [-1.2599, 0.4116, 2.5302], [2.3529, -0.6912, 0.7810], [2.2558, 0.2054, -2.2196], [1.2835, -1.8049, -3.0096], [0.7874, 2.0532, -1.4506], [-0.9057, -2.6469, -2.4519], [-1.2137, 1.1090, -0.1806], [-1.7371, 1.4131, -1.8465], [0.7601, -1.9569, 0.2402], [-0.1943, -2.3807, 1.7379], [-3.6669, -0.9862, -0.1802], [-3.5846, -2.3881, -1.5845]], "de_lowest_kcal_mol": 140.4, "charge": 0, "e_homo_ha": [-0.3015, -0.3015], "gap_ev": [7.680, 7.681], "e_lumo_ev": [-0.524, -0.524]}

{"formula": "C13H15PSe2W", "method": "ωB97M-V/def2-TZVPD", "symbols": ["W", "C", "H", "H", "H", "H", "H", "Se", "P", "Se", "C", "C", "C", "C", "C", "C", "C", "C", "C", "C", "C", "C", "H", "H", "H", "H", "H", "H", "H", "H", "H", "H"], "positions_angstrom": [[0.0887, -0.1442, -2.7308], [-0.5203, 0.0292, -5.6569], [0.5346, 0.2689, -5.5464], [-0.6145, -0.9929, -6.0029], [-0.9714, 0.6898, -6.4041], [-1.0772, 0.2275, -4.6196], [-1.2419, 0.4350, -3.6737], [1.6641, 1.4491, -2.9987], [-0.2610, 0.0624, -0.4759], [0.2245, -2.3759, -3.1039], [-0.1397, 1.3443, 0.7699], [1.1524, 1.5528, 1.3092], [1.3046, 2.4650, 2.3462], [0.2148, 3.2115, 2.8151], [-1.0464, 3.0232, 2.2403], [-1.2276, 2.1187, 1.2040], [-0.1041, -1.3145, 0.6623], [-1.1398, -1.5787, 1.5699], [-0.9274, -2.5180, 2.5800], [0.3022, -3.1864, 2.6713], [1.3094, -2.9378, 1.7327], [1.1106, -2.0139, 0.7077], [2.0290, 1.0325, 0.9204], [2.2844, 2.6232, 2.7988], [0.3360, 3.9389, 3.6278], [-1.8982, 3.6024, 2.5976], [-2.1846, 1.9897, 0.6922], [-2.0951, -1.0497, 1.4671], [-1.7007, -2.7221, 3.3172], [0.4760, -3.9204, 3.4677], [2.2601, -3.4542, 1.7900], [1.8585, -1.8556, -0.0744]], "de_lowest_kcal_mol": 27.8, "charge": 2, "e_homo_ha": [-0.5857, -0.5766], "gap_ev": [7.388, 4.260], "s_squared": 2.174, "multiplicity": 3, "e_lumo_ev": [-8.548, -11.431]}

{"formula": "C13H16Cl3NOP2Rh", "method": "ωB97M-V/def2-TZVPD", "symbols": ["Rh", "C", "P", "C", "C", "C", "C", "C", "C", "C", "P", "C", "C", "H", "H", "H", "H", "H", "H", "H", "H", "H", "H", "H", "H", "H", "H", "H", "H", "Cl", "C", "Cl", "Cl", "C", "N", "O", "C"], "positions_angstrom": [[-0.2825, 1.3061, -0.7123], [-0.2554, 1.3315, 2.5871], [0.7742, 0.8259, 1.2230], [2.3735, 1.6188, 1.3199], [1.0025, -0.9362, 1.2011], [1.4950, -1.5936, 2.3277], [1.6573, -2.9726, 2.2936], [1.3440, -3.6953, 1.1474], [0.8372, -3.0476, 0.0279], [0.6765, -1.6627, 0.0557], [0.0944, -0.8098, -1.3883], [-1.4474, -1.4930, -1.9669], [1.3385, -0.8882, -2.6681], [0.3771, 1.2161, 3.4759], [-1.1391, 0.6988, 2.6685], [-0.5559, 2.3783, 2.5115], [2.8479, 1.2603, 2.2401], [2.2956, 2.7066, 1.3752], [2.9927, 1.3287, 0.4715], [1.7541, -1.0542, 3.2318], [2.0222, -3.4893, 3.1716], [1.5066, -4.7644, 1.1196], [0.5835, -3.6336, -0.8482], [-1.1825, -2.4438, -2.4457], [-1.9264, -0.8589, -2.7156], [-2.1317, -1.6665, -1.1366], [1.5085, -1.9507, -2.8756], [2.2727, -0.4449, -2.3242], [1.0073, -0.4052, -3.5898], [-4.4175, 4.8122, -0.2729], [-4.6016, 3.2763, -1.0844], [-4.7201, 3.4447, -2.8223], [-5.8668, 2.2863, -0.4075], [-3.3228, 2.5205, -0.8308], [-2.3564, 1.9332, -0.6214], [2.0961, 2.7497, -2.1342], [1.3488, 2.1161, -1.6044]], "de_lowest_kcal_mol": 14.3, "charge": 3, "e_homo_ha": -0.7053, "gap_ev": 6.231, "e_lumo_ev": -12.961}

{"formula": "C13H16ClN3O2", "method": "ωB97M-V/def2-TZVPD", "symbols": ["C", "C", "C", "C", "N", "N", "C", "O", "C", "N", "C", "O", "C", "C", "C", "C", "C", "C", "Cl", "H", "H", "H", "H", "H", "H", "H", "H", "H", "H", "H", "H", "H", "H", "H", "H"], "positions_angstrom": [[2.8484, -0.6834, 2.4153], [1.4947, 0.0109, 2.3498], [0.3518, -0.9850, 2.5426], [-0.9978, -0.3694, 2.4201], [-1.1887, 0.6643, 1.7212], [-2.4237, 1.1936, 1.6256], [-2.7153, 2.2317, 0.7983], [-3.8232, 2.7190, 0.7658], [-1.5651, 2.6718, -0.0982], [-1.2186, 1.6148, -1.0195], [0.0288, 1.1059, -1.0947], [0.9836, 1.5877, -0.5207], [0.1778, -0.0750, -2.0072], [1.2581, -0.0715, -2.8857], [1.4870, -1.1319, -3.7414], [0.6426, -2.2297, -3.7169], [-0.4195, -2.2677, -2.8312], [-0.6482, -1.1951, -1.9835], [-1.9651, -1.3174, -0.8589], [2.9349, -1.4268, 1.6255], [3.6484, 0.0411, 2.2892], [2.9839, -1.1827, 3.3736], [1.4342, 0.7720, 3.1297], [1.3831, 0.5121, 1.3900], [0.4313, -1.4676, 3.5209], [0.4317, -1.7763, 1.7884], [-1.8234, -0.8645, 2.9508], [-3.1920, 0.8080, 2.1825], [-0.6712, 2.8735, 0.4980], [-1.8759, 3.5720, -0.6377], [-1.9734, 1.1778, -1.5249], [1.9141, 0.7854, -2.8760], [2.3246, -1.1062, -4.4212], [0.8134, -3.0649, -4.3789], [-1.0715, -3.1264, -2.7909]], "charge": 0, "e_homo_ha": -0.3382, "smiles": "CCC/C=N/NC(=O)CNC(=O)c1ccccc1Cl", "gap_ev": 9.861, "e_lumo_ev": 0.660}

{"formula": "C13H16ClN3O5S2", "method": "ωB97M-V/def2-TZVPD", "symbols": ["C", "C", "C", "N", "S", "O", "O", "C", "C", "C", "S", "N", "O", "O", "C", "Cl", "C", "C", "N", "C", "C", "C", "C", "O", "H", "H", "H", "H", "H", "H", "H", "H", "H", "H", "H", "H", "H", "H", "H", "H"], "positions_angstrom": [[-2.5673, -2.6906, -2.8915], [-2.1231, -3.4129, -1.8317], [-2.4085, -3.1020, -0.3949], [-1.1571, -2.6412, 0.2097], [-1.2814, -1.5998, 1.5380], [-1.3447, -2.3725, 2.7446], [-2.4269, -0.7240, 1.3216], [0.2480, -0.6796, 1.4654], [1.1096, -0.7438, 2.5921], [2.2192, 0.1913, 2.6809], [3.4994, 0.0024, 3.9949], [3.4778, 1.4543, 4.7544], [4.8644, -0.2338, 3.6025], [3.0697, -0.9536, 4.9766], [2.4997, 1.0154, 1.5854], [4.1151, 1.8229, 1.5282], [1.6797, 0.9422, 0.5011], [0.6315, 0.1686, 0.4250], [-0.2359, 0.2601, -0.7159], [-0.5245, 1.4190, -1.3044], [-1.1623, 1.4074, -2.5302], [-1.2315, 2.4652, -3.3553], [-0.4069, 3.6874, -3.1503], [-2.1617, 2.3799, -4.4937], [-2.2441, -2.9691, -3.9195], [-3.3551, -1.9350, -2.8518], [-1.3398, -4.1881, -1.9603], [-2.8124, -3.9086, 0.2504], [-3.0696, -2.2807, -0.4407], [-0.5545, -2.1352, -0.3566], [0.8304, -1.4313, 3.3287], [4.3914, 1.6035, 5.1754], [2.7797, 1.4318, 5.4958], [1.9223, 1.5713, -0.3857], [-0.1225, 2.2798, -0.8492], [-1.5846, 0.4268, -2.7839], [-0.4496, 3.9533, -2.0676], [-0.8594, 4.4376, -3.8041], [0.6256, 3.5650, -3.4688], [-2.5400, 1.5166, -4.6147]], "de_lowest_kcal_mol": 0.0, "charge": 0, "e_homo_ha": -0.3391, "smiles": "C=CCNS(=O)(=O)c1cc(S(N)(=O)=O)c(Cl)cc1/N=C/C=C(\\C)O", "gap_ev": 8.252, "e_lumo_ev": -0.974}

{"formula": "C13H16F3N3OS", "method": "ωB97M-V/def2-TZVPD", "symbols": ["C", "O", "C", "C", "N", "C", "S", "N", "N", "C", "C", "C", "C", "C", "C", "C", "C", "F", "F", "F", "C", "H", "H", "H", "H", "H", "H", "H", "H", "H", "H", "H", "H", "H", "H", "H", "H"], "positions_angstrom": [[-2.4152, -1.7512, 1.5376], [-3.5684, -1.7232, 0.7330], [-3.3607, -2.0322, -0.6197], [-2.6822, -0.9052, -1.4242], [-3.4169, 0.3298, -1.3001], [-3.1442, 1.4023, -0.5438], [-4.2940, 2.5736, -0.3056], [-1.9235, 1.6464, 0.0129], [-0.8204, 0.9000, -0.1024], [0.3020, 1.2921, 0.3827], [0.4985, 2.5755, 1.1419], [1.4484, 0.4107, 0.1506], [1.2734, -0.9655, -0.0150], [2.3501, -1.7988, -0.2436], [3.6331, -1.2826, -0.3182], [3.8145, 0.0845, -0.1611], [5.1910, 0.6753, -0.2806], [6.1621, -0.1893, 0.0461], [5.3615, 1.7539, 0.5015], [5.4576, 1.0821, -1.5381], [2.7400, 0.9294, 0.0678], [-1.8886, -2.7088, 1.4392], [-2.7598, -1.6338, 2.5631], [-1.7240, -0.9366, 1.2973], [-2.7647, -2.9515, -0.7254], [-4.3620, -2.2124, -1.0218], [-2.6627, -1.1998, -2.4783], [-1.6623, -0.7311, -1.0849], [-4.3875, 0.2913, -1.5844], [-1.8952, 2.5423, 0.4996], [0.5059, 3.4294, 0.4627], [1.4327, 2.5576, 1.6936], [-0.3107, 2.7187, 1.8592], [0.2792, -1.3762, 0.0523], [2.1947, -2.8600, -0.3619], [4.4814, -1.9261, -0.4912], [2.9170, 1.9896, 0.1594]], "de_lowest_kcal_mol": 0.0, "charge": 0, "e_homo_ha": -0.2982, "smiles": "COCCNC(=S)N/N=C(\\C)c1cccc(C(F)(F)F)c1", "gap_ev": 8.028, "e_lumo_ev": -0.088}